The following is a DFT calculation (ωB97M-V with the def2-TZVPD basis set) of a molecular structure, C30H46O2OsP2 at a distorted geometry.

Structure (XYZ):
```
81
Properties=species:S:1:pos:R:3:forces:R:3:mulliken_spin:R:1
Os -0.103779 -1.606379 -0.349229 -6.8 3.5 0.8 0.0953
C -1.587787 -1.973804 1.193396 0.0 -1.0 1.4 -0.0542
C -1.170189 -3.192614 0.583968 -0.2 -0.7 1.0 0.0594
C 0.718159 -2.149763 1.458455 0.3 0.3 0.6 0.0706
C -0.431896 -1.312505 1.717721 -0.5 -0.3 0.9 -0.0713
C 0.259823 -3.315426 0.751759 0.5 -0.6 0.1 -0.0032
C -3.023509 -1.629991 1.469425 0.0 0.1 -0.5 -0.0137
H -3.611610 -1.555877 0.544193 0.1 -0.2 0.5 0.0026
H -3.116499 -0.680737 1.996237 0.0 -0.2 0.0 -0.0025
H -3.463012 -2.431393 2.080958 0.1 0.3 -0.1 0.0010
C -0.474873 -0.073043 2.569681 0.1 0.2 -0.3 0.0228
H -1.391405 -0.040855 3.177957 0.4 -0.2 -0.1 0.0001
H -0.454514 0.860951 1.993094 0.0 -0.2 0.0 0.0015
H 0.407744 -0.045507 3.210869 -0.2 0.0 0.2 0.0020
C 2.097504 -1.792977 1.875765 0.2 0.2 0.0 -0.0392
H 2.193209 -1.706469 2.961617 0.0 -0.3 0.0 0.0006
H 2.364375 -0.801924 1.488363 -0.1 -0.1 0.1 0.0038
H 2.804932 -2.513667 1.465922 0.1 0.0 0.3 -0.0010
C 1.111610 -4.456441 0.317461 0.2 -0.3 -0.1 0.0108
H 1.709627 -4.853241 1.145114 -0.2 -0.1 -0.1 0.0011
H 1.809473 -4.151420 -0.468135 0.0 -0.1 0.2 0.0015
H 0.485284 -5.246609 -0.101317 0.2 -0.1 0.1 -0.0024
C -2.105539 -4.230789 0.040064 0.1 0.3 -0.5 -0.0005
H -2.434139 -4.957997 0.793737 0.2 0.3 0.0 0.0020
H -1.627056 -4.785418 -0.768430 -0.1 0.0 0.0 -0.0028
H -2.994468 -3.740342 -0.367079 0.0 -0.2 0.0 0.0010
C -2.331819 3.204993 -1.428636 2.6 2.5 -4.0 0.7799
C -3.148548 2.646581 -0.497701 -3.8 -1.1 4.1 0.8071
C -3.118839 1.234091 0.007910 -1.3 0.2 0.2 0.1532
C -3.371065 0.326413 -1.211230 -0.6 -0.2 -0.2 0.1931
C -2.032163 0.162040 -1.823607 -0.8 -2.3 -0.5 0.4452
C -0.957745 0.921313 -1.374473 2.6 -1.2 2.6 0.6401
C -0.215559 2.020326 -1.953380 1.0 0.0 -0.7 0.1891
C -0.854220 3.303071 -1.321305 0.1 0.6 0.0 0.1733
H -3.871429 1.025152 0.782290 0.0 0.6 -0.4 -0.0440
H -4.102242 0.877578 -1.895101 0.8 -0.8 0.7 0.0431
H -2.163934 1.070308 0.520983 -0.2 -0.3 -0.2 0.0029
H -0.390633 4.234630 -1.719107 -0.4 -0.6 0.2 -0.0121
H -2.714607 3.754806 -2.289167 -0.4 -0.6 -0.2 -0.0015
H -4.034091 3.227544 -0.163389 0.9 0.0 0.2 0.0328
H -0.604235 3.166949 -0.257600 0.4 0.3 -0.2 0.0219
H 2.580459 2.339787 0.379379 -0.1 -0.2 0.1 0.0016
H -0.541813 0.613189 -0.370844 -0.2 0.2 -0.2 0.1906
H 0.861487 2.080180 -1.634188 -0.7 -0.5 -0.2 0.0182
H -3.804629 -0.676999 -0.967433 0.2 1.0 -0.4 -0.0080
H -1.747107 -0.877052 -2.120507 -0.4 0.2 -0.2 0.1724
P -0.092255 1.314885 -3.665006 0.7 2.4 -0.5 0.0302
C 0.450916 2.668960 -4.744261 0.3 -0.4 -0.6 0.0154
C -1.596581 0.733080 -4.455793 -0.4 -0.1 0.1 0.0220
P 1.102327 -1.183741 -2.091182 3.8 -1.0 -2.5 0.0261
C 1.189455 0.042674 -3.523681 0.1 -0.2 0.2 0.0013
C 0.816113 -2.702138 -3.058964 0.3 0.0 -0.7 0.0235
C 2.756204 -1.261443 -1.318075 1.1 0.6 -0.8 -0.0020
H 1.518490 2.888194 -4.645954 -0.2 0.1 0.2 -0.0014
H -0.141598 3.544217 -4.486226 0.0 0.1 0.2 -0.0040
H 0.254917 2.464789 -5.805686 0.1 -0.1 0.3 0.0021
H -1.558994 0.851791 -5.541184 0.3 0.1 0.1 0.0095
H -2.397450 1.380545 -4.062312 0.1 -0.4 -0.2 -0.0112
H -1.782335 -0.317640 -4.232669 -0.2 0.2 0.0 -0.0102
H 3.495635 -0.857162 -2.015921 0.4 -0.3 0.1 0.0006
H 3.025978 -2.289844 -1.024868 -0.3 0.4 -0.4 -0.0015
H 2.793229 -0.652404 -0.400988 -0.2 -0.1 -0.6 0.0030
H 2.200225 0.508980 -3.502975 -0.7 -0.1 -0.1 0.0046
H 1.108481 -0.562681 -4.445294 0.2 0.2 0.3 -0.0017
H 0.991324 -3.611055 -2.476276 0.0 0.3 -0.1 -0.0070
H 1.499172 -2.659811 -3.913740 -0.2 -0.4 -0.1 0.0056
H -0.226982 -2.697531 -3.412415 0.4 -0.1 0.0 0.0023
O 2.682910 1.889113 1.232963 -0.4 0.6 -0.2 0.0010
C 1.795197 2.472479 2.093524 -0.7 0.3 1.0 0.0080
O 0.758841 3.029455 1.741666 1.7 -0.8 -0.1 -0.0003
C 2.212292 2.298555 3.529826 -0.6 -0.1 0.4 0.0001
C 3.282820 1.481989 3.924066 0.1 -0.1 -0.1 0.0001
C 3.555639 1.257395 5.275858 -0.6 0.6 0.3 0.0000
C 2.769630 1.885488 6.268879 0.1 0.0 -0.7 0.0000
C 1.706479 2.714306 5.880879 0.1 0.1 0.0 -0.0001
C 1.422255 2.906051 4.529720 0.1 -0.1 -0.4 0.0001
H 3.914490 1.026185 3.157956 -0.2 0.1 0.3 0.0002
H 4.391390 0.630683 5.568180 -0.1 0.1 -0.1 0.0000
H 3.002531 1.756440 7.329690 -0.1 0.0 -0.4 0.0000
H 1.104641 3.244917 6.630070 0.3 -0.4 -0.3 0.0000
H 0.585904 3.533608 4.215771 0.3 -0.2 0.2 0.0000
```
Forces are in eV/Å.

## Properties
spin multiplicity = 5
strongest force on any atom = 7.65 eV Å⁻¹
net charge = +2
<S²> = 6.045
frontier orbital gap (spin up / spin down) = 5.6 / 6.5 eV
calculated total energy = -56972.7447 eV